Formula: C42H38ClFN5O3PSTa
Source: the OMol25 dataset
Level of theory: ωB97M-V/def2-TZVPD

Results
Kohn-Sham gap, Eh: 0.252
Relative energy (zero: lowest compared OMol25 entry of this formula, charge and spin), kJ/mol: 115.3
Multiplicity: 1
Total charge: +1
DFT total energy, eV: -94677.0442

The geometry in XYZ format:
```
93
C42H38ClFN5O3PSTa | the OMol25 dataset | ωB97M-V/def2-TZVPD
Ta 0.6228 -0.3619 -0.5153
C -4.4440 3.5206 -0.3588
C -3.0245 3.6098 0.0454
N -2.3976 4.6750 0.4379
N -1.1180 4.2555 0.6676
C -0.9339 2.9578 0.4160
S 0.5383 2.1203 0.5628
N -2.1659 2.5297 0.0321
N -2.4124 1.2171 -0.3408
H -4.8839 4.5125 -0.3064
H -4.9966 2.8507 0.3000
H -4.5305 3.1492 -1.3803
H -0.4177 4.9096 0.9842
H -2.8946 0.7114 0.3986
H -2.9234 1.1794 -1.2189
C -1.5833 0.5180 6.5932
C -1.9055 1.2074 5.4302
C -1.3679 0.8034 4.2214
C -0.5181 -0.3006 4.1595
C -0.1928 -0.9822 5.3254
C -0.7271 -0.5697 6.5388
P 0.1045 -0.7885 2.5290
C 1.2384 -2.1869 2.8007
C 0.8752 -3.5171 2.6149
C 1.7959 -4.5313 2.8363
C 3.0786 -4.2233 3.2624
C 3.4482 -2.8979 3.4518
C 2.5388 -1.8848 3.2048
C -1.2950 -1.5190 1.6595
C -2.3961 -2.1569 2.2228
C -3.3800 -2.6724 1.3952
C -3.2622 -2.5458 0.0151
C -2.1717 -1.8895 -0.5410
C -1.1750 -1.3394 0.2763
H -1.9966 0.8339 7.5401
H -2.5658 2.0623 5.4707
H -1.6090 1.3519 3.3170
H 0.4713 -1.8359 5.2908
H -0.4723 -1.1043 7.4428
H -0.1267 -3.7671 2.2878
H 1.5074 -5.5613 2.6829
H 3.7927 -5.0150 3.4441
H 4.4513 -2.6547 3.7746
H 2.8401 -0.8519 3.3254
H -2.4779 -2.2540 3.2979
H -4.2356 -3.1764 1.8208
H -4.0317 -2.9476 -0.6287
H -2.1222 -1.7713 -1.6144
F 1.4424 -2.0009 -0.6989
C 5.9814 -3.2958 0.2899
C 5.3015 -3.0609 -1.0247
C 5.1157 -4.0851 -1.9364
C 4.4950 -3.8466 -3.1538
Cl 4.2618 -5.1580 -4.2730
C 4.0465 -2.5875 -3.4832
C 4.2078 -1.5455 -2.5769
C 4.8428 -1.7844 -1.3679
O 5.0480 -0.8099 -0.4068
C 4.5916 0.4828 -0.6993
C 3.0843 0.5065 -0.6571
O 2.3666 0.8588 -1.6113
O 2.4830 0.0789 0.4022
H 5.9797 -4.3567 0.5353
H 5.4856 -2.7505 1.0885
H 7.0176 -2.9563 0.2580
H 5.4512 -5.0831 -1.6952
H 3.5612 -2.4134 -4.4311
H 3.8145 -0.5745 -2.8319
H 4.9248 0.8507 -1.6721
H 4.9781 1.1332 0.0897
C 1.3932 -2.8497 -5.3265
C 1.5541 -1.4724 -5.4245
C 1.0745 -0.6410 -4.4278
C 0.4039 -1.1901 -3.3404
C 0.2341 -2.5609 -3.2387
C 0.7417 -3.3907 -4.2300
N -0.1441 -0.2965 -2.3277
C -0.9792 0.7198 -2.9083
C -2.0014 0.3216 -3.7667
C -2.8512 1.2705 -4.3104
C -2.6743 2.6212 -4.0284
C -1.6139 3.0158 -3.2261
C -0.7583 2.0691 -2.6760
H 1.7834 -3.4983 -6.0969
H 2.0639 -1.0439 -6.2767
H 1.1967 0.4319 -4.4961
H -0.2876 -2.9826 -2.3896
H 0.6159 -4.4603 -4.1454
H -2.1324 -0.7269 -3.9967
H -3.6504 0.9537 -4.9654
H -3.3313 3.3584 -4.4668
H -1.4285 4.0666 -3.0483
H 0.1065 2.3787 -2.1065
```

=====

Formula: C7H13N2O2
Source: the OMol25 dataset
Level of theory: ωB97M-V/def2-TZVPD

Results
Kohn-Sham gap, Eh: 0.433
Relative energy (zero: lowest compared OMol25 entry of this formula, charge and spin), kJ/mol: 125.1
Multiplicity: 1
Total charge: +1
DFT total energy, eV: -14537.2946

The geometry in XYZ format:
```
24
C7H13N2O2 | the OMol25 dataset | ωB97M-V/def2-TZVPD
C 0.0020 1.4394 0.5358
C -1.1357 1.6947 -1.8728
C -0.3263 0.0631 0.7537
C 0.0398 -0.2496 2.2302
C 0.1973 -0.9717 -1.5845
C 2.0147 -0.2299 -0.0740
C 0.6118 -0.7601 -0.1262
N 0.1680 2.5540 0.4144
N -1.7508 -0.2294 0.5301
O -2.1755 1.3811 -1.4869
O -0.2442 2.1746 -2.3821
H -0.7144 0.1624 2.8891
H 1.0586 0.1835 2.3336
H 0.0242 -1.3185 2.4002
H 0.2638 -0.0485 -2.2032
H -0.7998 -1.3082 -1.8087
H 0.9911 -1.5312 -2.0167
H 2.5415 -0.3937 -1.0260
H 2.7149 -0.8533 0.6167
H 2.0350 0.9153 0.1207
H 0.7746 -1.8565 0.1250
H -2.3274 0.4201 1.1758
H -1.9441 -1.1915 0.8690
H -2.0192 -0.0461 -0.4135
```

=====

Formula: C5H6N2O
Source: the OMol25 dataset
Level of theory: ωB97M-V/def2-TZVPD

Results
Kohn-Sham gap, Eh: 0.333
Relative energy (zero: lowest compared OMol25 entry of this formula, charge and spin), kJ/mol: 642.7
Multiplicity: 1
Total charge: 0
DFT total energy, eV: -10302.9419

The geometry in XYZ format:
```
14
C5H6N2O | the OMol25 dataset | ωB97M-V/def2-TZVPD
C 1.3675 0.9668 0.0001
C 1.0026 -0.3558 -0.4805
C -0.1994 -1.1776 0.2608
C -1.3232 0.7505 -0.3806
C -0.4921 -0.4653 -0.9992
H 0.4049 1.7347 0.1849
H 1.7750 -1.0105 -0.9333
H -0.0483 -2.1878 0.2121
H 0.1713 -0.0376 2.2621
H -1.8202 1.1871 -1.2984
H -1.0884 -1.0354 -1.8319
N -0.8033 -0.3541 1.4358
N -1.5176 0.8034 0.8500
O 2.5712 1.1817 0.7179
```

=====

Formula: CHClFNO2
Source: the OMol25 dataset
Level of theory: ωB97M-V/def2-TZVPD

Results
Kohn-Sham gap (alpha / beta), Eh: 0.328 / 0.328
Relative energy (zero: lowest compared OMol25 entry of this formula, charge and spin), kJ/mol: 165.3
Multiplicity: 1
Total charge: 0
DFT total energy, eV: -21873.1051

The geometry in XYZ format:
```
7
CHClFNO2 | the OMol25 dataset | ωB97M-V/def2-TZVPD
C -0.1887 0.4691 -0.4695
N -2.2185 -0.2941 -0.0610
O -2.8652 0.6028 0.3440
O -2.4290 -1.4224 -0.3692
F 0.0091 0.4326 -1.7949
Cl -0.4005 2.1604 0.0172
H 0.4146 0.0133 0.2447
```

=====

Formula: H80O40
Source: the OMol25 dataset
Level of theory: ωB97M-V/def2-TZVPD

Results
Kohn-Sham gap, Eh: 0.370
Relative energy (zero: lowest compared OMol25 entry of this formula, charge and spin), kJ/mol: 694.7
Multiplicity: 1
Total charge: 0
DFT total energy, eV: -83198.6159

The geometry in XYZ format:
```
120
H80O40 | the OMol25 dataset | ωB97M-V/def2-TZVPD
H 4.7956 -3.0721 -3.2331
H 3.9438 -2.1506 -2.8396
O 4.6919 -2.1293 -3.4670
H 2.2265 4.8539 2.5579
H 1.5181 6.1228 2.0731
O 2.0590 5.4307 1.8033
H 2.2174 -1.9460 -1.0803
H 2.3258 -0.6600 -1.8198
O 2.5302 -1.0238 -0.9518
H -2.1126 -4.1805 -3.2576
H -2.2907 -4.0889 -1.7852
O -1.6114 -4.2787 -2.4416
H -2.5593 -0.1586 5.6648
H -1.1127 -0.2124 6.1127
O -1.7515 0.3829 5.7115
H -4.6673 -2.0974 -1.2294
O -4.4904 -2.8222 -1.8582
H -2.7583 -3.3476 3.4859
O -3.3217 -3.3296 2.7091
H 0.4709 1.9958 -2.4157
H 1.9202 1.4546 -2.2787
O 1.0303 1.2294 -2.5763
H -0.4751 3.5657 1.2927
H 0.8810 4.2907 1.0180
O 0.0999 3.8939 0.6009
H -5.6004 1.5884 -0.5491
H -6.1144 0.2710 -0.0605
O -6.4088 1.1863 -0.1835
H 1.6005 1.5680 -0.1164
H 2.9886 1.1909 0.2155
O 2.4717 1.9757 -0.0373
H -2.0053 2.5943 2.2649
O -2.4036 3.4734 2.1502
H -1.9444 0.4106 2.1790
H -2.1930 0.6126 3.8047
O -2.5436 0.5966 2.9000
H 4.8588 -0.5395 1.2469
H 3.5639 -0.8221 0.3166
O 4.1966 -0.1701 0.6801
H 1.5860 -2.4239 -3.5147
H 1.2929 -1.0093 -4.0587
O 1.6213 -1.8885 -4.3133
H -1.0537 3.3821 -4.1752
H -0.4280 4.1613 -5.0933
O -0.6135 3.2084 -5.0435
H 0.2286 1.2444 -4.6839
H -0.7109 0.3858 -5.5602
O 0.0584 0.3652 -4.9941
H -4.2311 -2.2329 0.6526
H -4.2619 -0.6781 0.9803
O -4.6031 -1.3886 0.4293
H 0.5610 -4.4361 1.0674
O 1.0284 -3.6370 0.8558
H 5.1690 -1.8023 -0.3535
H 5.6828 -3.3036 -0.2287
O 4.9391 -2.7089 -0.1097
H -2.5652 4.4129 -0.0949
O -2.5763 4.4597 -1.0558
H 0.3573 -2.2421 -1.0094
H 0.2933 -3.5963 -1.7048
O 0.8047 -2.7786 -1.6749
H -3.4881 2.2663 -1.1078
H -3.9545 1.2263 -2.2829
O -4.1989 1.8019 -1.5478
H -1.0073 4.1193 -1.6762
H 0.4829 3.9025 -2.2031
O -0.4426 3.8590 -2.4380
H -4.2370 -1.1550 4.3799
H -3.2942 -1.9064 3.8176
O -3.3422 -1.4208 4.6706
H 5.1150 -3.1805 3.1846
H 4.3612 -2.5917 1.9885
O 4.2634 -3.1927 2.7428
H -0.1173 -1.0761 -1.9959
H -1.3204 -0.3440 -2.5971
O -1.0101 -0.7775 -1.7949
H 4.2079 2.1516 -0.7599
H 5.5497 2.7976 -0.1450
O 5.0539 2.5781 -0.9327
H 3.2416 -4.6732 3.5068
H 2.5566 -4.7825 2.1709
O 2.4443 -5.0149 3.0826
H 1.5453 1.7436 3.9036
H 3.0626 1.3835 4.2508
O 2.2992 1.9184 4.4641
H 2.4588 1.8793 -5.4726
H 3.5236 2.8889 -4.8389
O 3.1911 2.4756 -5.6380
H -0.5817 -3.6721 2.8115
O -0.3322 -4.4162 3.3863
H 0.4344 1.7548 1.7309
H 0.9930 0.1906 1.6665
O 0.2852 0.8111 1.7633
H 1.5941 -3.7154 0.0863
H -4.5778 -2.2938 -2.6599
H -3.4447 4.3840 -1.4521
H -3.1114 -4.0370 2.0863
H -3.2613 3.1915 1.8320
H 0.6100 -4.3232 3.1986
O -1.1812 3.7013 5.2846
H -1.8085 3.3185 4.6659
H -0.9119 2.9569 5.8106
O 4.2196 3.9527 -3.0021
H 4.6013 3.4939 -3.7453
H 4.3951 3.5489 -2.1246
O -1.5376 1.3141 0.0624
H -1.7165 2.1552 -0.3798
H -0.7521 1.1301 -0.4748
O -0.8766 -1.3496 0.9531
H -1.6873 -1.4647 1.4502
H -1.1010 -1.0112 0.0766
O 3.3655 -0.3578 3.1277
H 2.4298 -0.5324 3.2902
H 3.7821 -0.9808 3.7094
O -3.5045 -4.9791 0.3087
H -4.2758 -5.0070 -0.2464
H -2.6308 -5.2760 0.1208
O -4.2666 0.4155 -3.9556
H -4.8068 -0.0798 -4.5774
H -3.8937 1.1481 -4.4591
```